Model i:
This record from OMol25 describes a cluster of 2 separate species, C3HN3O2 in total. The level of theory is the ωB97M-V functional and the def2-TZVPD basis.

Each line ends with the Löwdin charge.
Element x y z (Å)
N: -2.06 1.59 0.61  0.162
C: -1.50 0.60 0.61  -0.347
N: -1.05 -0.61 0.95  0.187
C: -0.51 -1.45 0.27  -0.309
O: 0.02 -2.41 -0.11  0.236
N: 1.09 0.98 0.04  0.188
C: 1.09 0.25 -0.88  -0.466
O: 0.94 -0.48 -1.76  0.192
H: 1.97 1.53 0.25  0.156

Calculated values
Gap between HOMO and LUMO: 11.21 eV
HOMO level: -11.02 eV



Model ii:
This record from OMol25 describes the molecule C3HN3O2. The level of theory is the ωB97M-V functional and the def2-TZVPD basis.

Each line ends with the Löwdin charge.
Element x y z (Å)
C: 1.11 0.85 -0.04  -0.048
O: 1.83 -0.21 -0.03  -0.038
N: 1.13 -1.47 0.10  0.184
C: -0.14 -0.90 0.18  -0.190
N: -1.54 -1.23 -0.14  0.084
N: -2.33 -0.31 -0.02  0.139
O: -1.43 0.93 0.14  0.010
C: -0.22 0.48 -0.01  -0.310
H: 1.60 1.87 -0.19  0.168

Calculated values
Gap between HOMO and LUMO: 9.05 eV
HOMO level: -9.92 eV



What should be chosen as the most stable of them? Choose model i.



Model i:
This record from OMol25 describes a structure of composition C3HN3O2. The level of theory is the ωB97M-V functional and the def2-TZVPD basis.

Each line ends with the Löwdin charge.
Element x y z (Å)
C: -0.07 -0.36 -1.89  -0.139
C: 0.39 0.49 -0.14  -0.338
C: -0.59 -0.35 0.13  -0.273
H: -0.41 -0.68 -2.94  0.176
N: 0.72 0.58 -1.42  0.211
N: 0.28 0.29 1.99  0.035
N: -0.61 -0.64 1.50  0.151
O: 0.79 1.08 1.03  0.062
O: -0.88 -1.03 -1.04  0.114

Calculated values
Gap between HOMO and LUMO: 9.90 eV
HOMO level: -10.12 eV



Model ii:
This record from OMol25 describes a cluster of 2 separate species, C3HN3O2 in total. The level of theory is the ωB97M-V functional and the def2-TZVPD basis.

Each line ends with the Löwdin charge.
Element x y z (Å)
C: 2.87 -2.25 1.13  -0.183
C: -1.13 0.01 0.19  -0.320
C: 1.93 -1.20 1.16  -0.238
N: 3.41 -3.24 1.13  0.203
N: -0.50 -1.21 0.05  -0.012
N: 0.34 -1.99 0.10  0.185
O: -1.85 0.27 1.13  0.063
O: 1.79 -0.05 1.33  0.146
H: -0.79 0.43 -0.81  0.155

Calculated values
Gap between HOMO and LUMO (spin up / spin down): 7.08 / 7.08 eV
HOMO level (spin up / spin down): -8.44 / -8.44 eV



What should be chosen as the most stable of them? Choose model i.



Model i:
This record from OMol25 describes a cluster of 2 separate species, C23H23NO4 in total. The level of theory is the ωB97M-V functional and the def2-TZVPD basis.

Each line ends with the Löwdin charge.
Element x y z (Å)
C: 2.16 -1.93 1.52  0.006
C: 1.92 -0.48 1.45  -0.165
N: 2.90 0.43 1.69  -0.027
C: 4.28 0.09 2.01  0.004
C: 2.41 1.73 1.56  -0.149
C: 1.04 1.63 1.20  -0.111
C: 0.31 2.81 1.04  -0.014
C: 0.96 4.04 1.27  -0.073
C: 2.31 4.11 1.63  -0.083
C: 3.07 2.94 1.78  -0.009
C: 0.71 0.22 1.13  -0.119
C: -0.55 -0.34 0.85  0.042
C: -1.74 0.25 1.43  -0.191
C: -1.67 1.11 2.55  -0.048
C: -2.80 1.77 3.04  -0.077
C: -4.05 1.56 2.44  -0.075
C: -4.16 0.63 1.40  -0.059
C: -3.02 -0.04 0.94  -0.003
H: 1.20 -2.42 1.73  0.094
H: 2.55 -2.33 0.57  0.104
H: 2.87 -2.15 2.34  0.086
H: 4.83 1.03 2.12  0.080
H: 4.34 -0.46 2.95  0.100
H: 4.73 -0.52 1.20  0.111
H: -0.73 2.76 0.75  0.114
H: 0.40 4.97 1.17  0.100
H: 2.80 5.07 1.81  0.100
H: 4.12 2.92 2.08  0.099
H: -0.60 -1.41 0.60  0.130
H: -0.71 1.28 3.04  0.119
H: -2.70 2.45 3.90  0.106
H: -4.93 2.09 2.80  0.103
H: -5.12 0.41 0.94  0.112
H: -3.13 -0.76 0.13  0.075
C: -0.85 -1.27 -4.68  0.015
C: -0.80 -2.45 -3.69  -0.555
C: -0.77 -3.74 -4.49  0.004
O: 0.39 -2.41 -2.87  0.054
C: 0.40 -1.40 -1.89  -0.446
O: 1.50 -1.06 -1.47  0.078
C: -0.86 -0.88 -1.45  0.000
C: -2.07 -1.50 -1.93  -0.438
O: -3.22 -1.23 -1.58  0.040
O: -1.97 -2.52 -2.87  0.060
H: -0.85 -0.30 -4.19  0.089
H: 0.03 -1.34 -5.34  0.099
H: -1.76 -1.37 -5.29  0.101
H: -0.72 -4.59 -3.82  0.093
H: -1.68 -3.81 -5.09  0.096
H: 0.11 -3.74 -5.14  0.094
H: -0.90 0.19 -1.30  0.134

Calculated values
Gap between HOMO and LUMO: 6.56 eV
HOMO level: -7.75 eV



Model ii:
This record from OMol25 describes the molecule C23H23NO4. The level of theory is the ωB97M-V functional and the def2-TZVPD basis.

Each line ends with the Löwdin charge.
Element x y z (Å)
C: 4.83 2.92 -3.68  -0.112
C: 3.68 3.38 -4.58  -0.265
C: 2.57 2.34 -4.71  -0.223
C: 1.81 2.14 -3.40  -0.152
C: 0.65 1.18 -3.46  -0.139
C: 0.32 0.50 -4.57  0.069
C: -0.79 -0.43 -4.63  -0.440
O: -1.12 -1.07 -5.60  0.114
O: -1.52 -0.60 -3.48  0.131
C: -1.22 0.07 -2.35  -0.177
C: -2.02 -0.17 -1.24  0.092
C: -1.78 0.48 -0.04  -0.246
O: -2.63 0.18 0.98  -0.048
C: -2.49 0.84 2.21  -0.087
C: -1.21 0.49 3.00  -0.418
O: -0.50 1.38 3.42  0.067
N: -0.98 -0.83 3.20  0.042
C: -1.84 -1.92 2.74  -0.096
C: -1.31 -3.19 3.41  -0.082
C: -0.03 -2.73 4.06  -0.166
C: 0.92 -3.47 4.73  -0.034
C: 2.02 -2.81 5.27  -0.091
C: 2.15 -1.44 5.13  -0.080
C: 1.20 -0.69 4.45  0.004
C: 0.11 -1.35 3.92  -0.138
C: -0.71 1.38 0.05  0.007
C: 0.09 1.61 -1.04  0.002
C: -0.14 0.98 -2.27  -0.106
H: 5.64 3.65 -3.71  0.069
H: 4.51 2.81 -2.65  0.063
H: 5.23 1.97 -4.03  0.075
H: 3.27 4.31 -4.19  0.106
H: 4.08 3.59 -5.58  0.105
H: 1.87 2.68 -5.48  0.117
H: 3.00 1.39 -5.03  0.118
H: 1.43 3.11 -3.06  0.134
H: 2.50 1.78 -2.63  0.124
H: 0.86 0.59 -5.50  0.118
H: -2.84 -0.86 -1.32  0.137
H: -3.36 0.54 2.80  0.139
H: -2.50 1.93 2.09  0.140
H: -2.88 -1.72 3.00  0.127
H: -1.78 -1.99 1.65  0.125
H: -1.13 -3.99 2.69  0.121
H: -2.00 -3.57 4.17  0.121
H: 0.81 -4.54 4.84  0.113
H: 2.77 -3.37 5.79  0.099
H: 3.01 -0.94 5.55  0.102
H: 1.30 0.38 4.35  0.101
H: -0.48 1.88 0.98  0.105
H: 0.91 2.31 -0.95  0.114

Calculated values
Gap between HOMO and LUMO: 8.65 eV
HOMO level: -8.46 eV



What should be chosen as the most stable of them? Choose model ii.



Model i:
This record from OMol25 describes a cluster of 2 separate species, C3H9N4S in total. The level of theory is the ωB97M-V functional and the def2-TZVPD basis.

Each line ends with the Löwdin charge.
Element x y z (Å)
C: -2.57 0.00 0.02  -0.014
C: 2.93 1.28 0.54  -0.514
C: -0.81 -1.54 0.06  -0.113
N: -4.41 1.50 0.11  0.127
N: -3.45 0.82 0.06  -0.103
N: 0.33 -2.06 -0.34  0.176
N: -1.26 -0.34 -0.24  0.109
S: 2.34 0.46 -0.85  0.707
H: 3.54 0.28 -1.33  -0.128
H: 3.37 2.34 0.33  0.098
H: 3.71 0.73 0.98  0.020
H: 2.15 1.37 1.18  -0.018
H: -1.41 -2.31 0.48  0.158
H: -5.13 1.61 0.83  0.126
H: 0.70 -2.97 0.01  0.173
H: 0.82 -1.55 -1.04  0.030
H: -0.84 0.39 -0.80  0.167

Calculated values
Charge: +1
Gap between HOMO and LUMO: 8.16 eV
HOMO level: -12.19 eV



Model ii:
This record from OMol25 describes a structure of composition C3H9N4S. The level of theory is the ωB97M-V functional and the def2-TZVPD basis.

Each line ends with the Löwdin charge.
Element x y z (Å)
C: -1.66 -0.63 0.99  -0.147
C: 0.44 -0.36 -0.18  -0.688
C: -0.49 1.62 1.13  -0.035
N: -1.57 -1.81 0.60  0.007
N: -0.63 0.24 0.64  -0.142
N: 0.38 -0.05 -1.50  0.127
N: -0.35 -2.14 -0.04  0.049
S: 2.07 -0.72 0.48  0.896
H: -2.62 -0.28 1.56  0.186
H: -0.36 2.28 0.23  0.103
H: -1.41 1.90 1.69  0.102
H: 0.42 1.82 1.81  0.106
H: -0.61 0.10 -1.82  0.161
H: 1.07 -0.35 -2.12  0.086
H: -0.64 -2.61 -0.99  0.203
H: 0.16 -2.68 0.58  0.085
H: 1.82 0.09 1.55  -0.101

Calculated values
Charge: +1
Gap between HOMO and LUMO: 10.39 eV
HOMO level: -13.74 eV



What should be chosen as the most stable of them? Choose model ii.



Model i:
This record from OMol25 describes a cluster of 3 separate species, H5O3 in total. The level of theory is the ωB97M-V functional and the def2-TZVPD basis.

Each line ends with the Löwdin charge.
Element x y z (Å)
O: 0.69 0.80 -0.16  -0.384
H: 0.52 1.73 -0.04  -0.062
O: 0.05 -0.27 1.98  -0.262
H: 0.60 -1.07 1.96  -0.035
H: 0.24 0.23 1.02  -0.052
O: -0.77 -0.52 -1.90  -0.159
H: -1.54 -0.71 -1.36  -0.004
H: -0.17 -0.04 -1.26  -0.042

Calculated values
Charge: -1
Gap between HOMO and LUMO: 9.30 eV
HOMO level: -4.21 eV



Model ii:
This record from OMol25 describes a cluster of 3 separate species, H5O3 in total. The level of theory is the ωB97M-V functional and the def2-TZVPD basis.

Each line ends with the Löwdin charge.
Element x y z (Å)
O: 1.13 0.13 -1.96  -0.226
H: 0.22 0.23 -2.27  -0.022
O: -1.53 0.19 1.52  -0.209
H: -0.59 0.02 0.99  -0.023
H: -2.18 -0.22 1.02  -0.080
O: 0.71 -0.26 0.49  -0.278
H: 1.01 -0.09 -0.92  -0.031
H: 1.22 0.02 1.13  -0.131

Calculated values
Charge: -1
Gap between HOMO and LUMO: 9.44 eV
HOMO level: -4.47 eV



What should be chosen as the most stable of them? Choose model i.



Model i:
This record from OMol25 describes a cluster of 5 separate species, C5H22N2O5 in total. The level of theory is the ωB97M-V functional and the def2-TZVPD basis.

Each line ends with the Löwdin charge.
Element x y z (Å)
C: 1.53 -2.05 1.82  -0.126
N: 0.23 -1.79 1.24  -0.168
C: 0.15 -1.86 -0.25  -0.165
C: -0.93 -0.78 -0.73  -0.213
N: -0.89 -0.68 -2.17  -0.065
C: -0.06 0.48 -2.57  -0.213
C: 1.46 0.30 -2.57  -0.268
O: 1.90 -1.03 -2.73  -0.094
H: 2.11 -2.60 1.06  0.086
H: 2.02 -1.07 2.02  0.072
H: 1.51 -2.47 2.83  0.082
H: -0.50 -2.48 1.54  0.132
H: -0.17 -2.85 -0.54  0.114
H: 1.06 -1.58 -0.78  0.085
H: -0.79 0.11 -0.15  0.086
H: -1.89 -1.16 -0.39  0.108
H: -1.81 -0.44 -2.56  0.109
H: -0.36 1.30 -1.89  0.098
H: -0.31 1.02 -3.55  0.134
H: 1.96 0.92 -3.34  0.114
H: 1.91 0.71 -1.63  0.117
H: 1.18 -1.51 -3.19  0.096
O: -0.26 0.82 2.37  -0.087
H: 0.01 0.69 3.29  0.058
H: -0.25 -0.06 1.98  -0.014
O: 2.02 2.86 1.54  -0.067
H: 2.44 2.89 0.67  0.028
H: 2.00 1.89 1.58  0.007
O: -2.23 3.19 0.03  -0.054
H: -2.81 2.71 0.64  0.027
H: -2.49 2.82 -0.82  0.027
O: -2.71 0.30 2.70  -0.080
H: -2.75 0.26 1.74  0.013
H: -2.27 1.15 2.80  0.022

Calculated values
Gap between HOMO and LUMO: 9.66 eV
HOMO level: -9.31 eV



Model ii:
This record from OMol25 describes a cluster of 5 separate species, C5H22N2O5 in total. The level of theory is the ωB97M-V functional and the def2-TZVPD basis.

Each line ends with the Löwdin charge.
Element x y z (Å)
C: -1.88 0.61 2.07  -0.059
C: -0.97 -0.02 0.99  -0.370
C: -1.98 -0.88 0.13  -0.195
O: -1.42 -1.92 -0.63  -0.090
N: -0.15 0.76 0.03  -0.043
C: 0.84 1.69 0.64  -0.192
C: 2.32 1.47 0.11  -0.245
N: 2.61 0.17 -0.57  -0.018
H: -2.58 -0.12 2.45  0.063
H: -2.32 1.60 1.72  0.103
H: -1.27 0.70 3.00  0.078
H: -0.18 -0.58 1.52  0.108
H: -2.43 -1.54 0.90  0.127
H: -2.60 -0.15 -0.37  0.125
H: -0.61 -1.60 -1.07  0.081
H: -0.73 1.42 -0.55  0.095
H: 0.93 1.55 1.74  0.110
H: 0.65 2.72 0.30  0.101
H: 2.65 2.24 -0.59  0.094
H: 3.09 1.38 0.90  0.092
H: 2.40 0.03 -1.54  0.038
H: 2.05 -0.49 -0.03  0.019
O: 1.98 -1.74 1.85  -0.052
H: 1.53 -0.89 1.96  -0.004
H: 2.88 -1.53 2.13  0.057
O: -0.31 -4.25 -1.17  -0.071
H: -0.97 -3.55 -1.02  -0.011
H: 0.28 -4.24 -0.42  0.030
O: -1.95 3.33 -1.43  -0.050
H: -1.36 3.48 -2.17  0.041
H: -1.90 3.81 -0.62  0.036
O: 0.82 -1.13 -3.65  -0.056
H: 0.40 -1.89 -3.23  0.028
H: 0.19 -0.44 -3.39  0.030

Calculated values
Gap between HOMO and LUMO: 9.09 eV
HOMO level: -8.92 eV



What should be chosen as the most stable of them? Choose model i.